Entry 1:
Molecular formula: C27H58N3O4
Method: DFT, ωB97M-V with the def2-TZVPD basis set

- Net charge: 0
- 2S+1: 2
- Gap between HOMO and LUMO (alpha / beta): 8.54 / 8.32 eV
- ΔE to the lowest compared entry with this formula, charge and spin: 15.82 kcal/mol

Each atom is followed by the atoms it is bonded to, with distances in Å.
Element x y z (Å)
1 C 5.9202 -0.7220 1.3220  C2 1.521, H21 1.083, H22 1.087, H23 1.086
2 C 4.7217 -0.8516 0.3937  C1 1.521, O3 1.420, H24 1.092, H25 1.095
3 O 4.5256 0.3933 -0.2608  C2 1.420, C4 1.419
4 C 3.7267 0.2385 -1.4228  O3 1.419, C5 1.550, H26 1.082, H27 1.087
5 C 2.2287 0.2317 -1.0255  C4 1.550, C6 1.545, H28 1.089, H29 1.083
6 C 1.2485 -0.3235 -2.0831  C5 1.545, C7 1.572, C11 1.548, C20 1.544
7 C 1.3972 0.5588 -3.3762  C6 1.572, C8 1.512, H30 1.090, H31 1.080
8 C 2.2281 -0.0581 -4.4786  C7 1.512, O9 1.160, O10 1.372
9 O 1.7044 -0.6552 -5.3241  C8 1.160
10 O 3.5942 0.0671 -4.4893  C8 1.372, H32 0.966
11 C -0.2005 -0.0977 -1.5881  C6 1.548, C12 1.543, H33 1.089, H34 1.086
12 C -0.7402 -1.1218 -0.5681  C11 1.543, C13 1.547, C14 1.548, N15 1.482
13 C -2.2726 -0.9145 -0.5465  C12 1.547, H35 1.091, H36 1.082, H37 1.082
14 C -0.2834 -0.7817 0.8711  C12 1.548, H38 1.082, H39 1.085, H40 1.088
15 N -0.5010 -2.5326 -0.9526  C12 1.482, O16 1.282, C17 1.481
16 O -1.4166 -3.0016 -1.7183  N15 1.282
17 C 0.8728 -2.8334 -1.4157  N15 1.481, C18 1.534, C19 1.547, C20 1.541
18 C 1.8516 -3.1177 -0.2698  C17 1.534, H41 1.085, H42 1.086, H43 1.083
19 C 0.7908 -4.1798 -2.1732  C17 1.547, H44 1.080, H45 1.088, H46 1.084
20 C 1.4384 -1.8170 -2.4261  C6 1.544, C17 1.541, H47 1.090, H48 1.083
21 H 5.7532 0.1304 1.9696  C1 1.083
22 H 6.8068 -0.5735 0.7103  C1 1.087
23 H 6.0496 -1.6447 1.8801  C1 1.086
24 H 4.8600 -1.6622 -0.3249  C2 1.092
25 H 3.8509 -1.0642 1.0219  C2 1.095
26 H 3.8646 1.1421 -2.0016  C4 1.082
27 H 4.0053 -0.6252 -2.0217  C4 1.087
28 H 1.9729 1.2847 -0.9166  C5 1.089
29 H 2.0992 -0.1994 -0.0401  C5 1.083
30 H 1.7596 1.5587 -3.1365  C7 1.090
31 H 0.4163 0.6855 -3.8095  C7 1.080
32 H 3.9906 -0.7931 -4.3006  O10 0.966
33 H -0.2009 0.8636 -1.0764  C11 1.089
34 H -0.9150 0.0133 -2.3979  C11 1.086
35 H -2.4285 0.0225 -0.0098  C13 1.091
36 H -2.7862 -1.7056 -0.0166  C13 1.082
37 H -2.6472 -0.7455 -1.5469  C13 1.082
38 H -0.1228 0.2801 1.0037  C14 1.082
39 H 0.5576 -1.3702 1.2217  C14 1.085
40 H -1.1125 -1.0326 1.5292  C14 1.088
41 H 1.4608 -3.8688 0.4087  C18 1.085
42 H 2.7493 -3.5304 -0.7197  C18 1.086
43 H 2.1581 -2.2267 0.2633  C18 1.083
44 H 0.3936 -4.0406 -3.1683  C19 1.080
45 H 1.7903 -4.5969 -2.2725  C19 1.088
46 H 0.2044 -4.9054 -1.6217  C19 1.084
47 H 2.5082 -2.0148 -2.4872  C20 1.090
48 H 0.9865 -2.0472 -3.3827  C20 1.083
49 C 3.6918 2.5827 2.4232  C50 1.520, H56 1.092, H57 1.091, H58 1.089
50 C 3.6727 3.1898 3.8171  C49 1.520, N51 1.451, H59 1.094, H60 1.101
51 N 2.8850 2.4225 4.7641  C50 1.451, C52 1.453, C54 1.453
52 C 2.6335 3.1265 6.0102  N51 1.453, C53 1.533, H61 1.094, H62 1.095
53 C 3.8326 3.4581 6.9062  C52 1.533, H63 1.089, H64 1.092, H65 1.091
54 C 3.2440 1.0209 4.8925  N51 1.453, C55 1.534, H66 1.094, H67 1.093
55 C 4.6835 0.6794 5.2999  C54 1.534, H68 1.091, H69 1.093, H70 1.089
56 H 2.6789 2.4378 2.0427  C49 1.092
57 H 4.2163 3.2488 1.7369  C49 1.091
58 H 4.2102 1.6248 2.4004  C49 1.089
59 H 3.2351 4.1890 3.7393  C50 1.094
60 H 4.7110 3.3307 4.1558  C50 1.101
61 H 1.9027 2.5590 6.5936  C52 1.094
62 H 2.1275 4.0653 5.7621  C52 1.095
63 H 4.2049 2.5794 7.4310  C53 1.089
64 H 3.5320 4.1809 7.6680  C53 1.092
65 H 4.6553 3.9043 6.3463  C53 1.091
66 H 3.0394 0.5305 3.9358  C54 1.094
67 H 2.5530 0.5447 5.5930  C54 1.093
68 H 5.4202 1.2802 4.7644  C55 1.091
69 H 4.8900 -0.3684 5.0694  C55 1.093
70 H 4.8457 0.8064 6.3691  C55 1.089
71 C -8.7501 2.1199 -2.1994  C72 1.522, H78 1.091, H79 1.091, H80 1.091
72 C -7.5072 1.4168 -2.7253  C71 1.522, N73 1.451, H81 1.094, H82 1.101
73 N -6.8771 0.5505 -1.7471  C72 1.451, C74 1.453, C76 1.453
74 C -5.5530 0.1011 -2.1433  N73 1.453, C75 1.533, H83 1.093, H84 1.096
75 C -5.4384 -0.8023 -3.3767  C74 1.533, H85 1.089, H86 1.093, H87 1.091
76 C -7.7333 -0.4616 -1.1530  N73 1.453, C77 1.534, H88 1.094, H89 1.093
77 C -8.4211 -1.4636 -2.0894  C76 1.534, H90 1.091, H91 1.092, H92 1.089
78 H -8.5283 2.6774 -1.2882  C71 1.091
79 H -9.1165 2.8260 -2.9463  C71 1.091
80 H -9.5605 1.4202 -1.9901  C71 1.091
81 H -6.7864 2.1887 -3.0092  C72 1.094
82 H -7.7690 0.8797 -3.6501  C72 1.101
83 H -5.0817 -0.4019 -1.2947  C74 1.093
84 H -4.9387 0.9911 -2.3196  C74 1.096
85 H -5.7659 -1.8196 -3.1685  C75 1.089
86 H -4.3939 -0.8632 -3.6916  C75 1.093
87 H -6.0078 -0.4184 -4.2240  C75 1.091
88 H -8.5095 0.0485 -0.5759  C76 1.094
89 H -7.1578 -1.0117 -0.4040  C76 1.093
90 H -8.8466 -0.9831 -2.9715  C77 1.091
91 H -9.2409 -1.9548 -1.5605  C77 1.092
92 H -7.7410 -2.2480 -2.4177  C77 1.089



Entry 2:
Molecular formula: C27H59N2O6P
Method: DFT, ωB97M-V with the def2-TZVPD basis set

- Net charge: 0
- Gap between HOMO and LUMO: 8.17 eV

Each atom is followed by the atoms it is bonded to, with distances in Å.
Element x y z (Å)
1 C -4.2279 5.4878 -0.1200  C2 1.520, H19 1.091, H20 1.092, H21 1.094
2 C -4.3085 4.1674 -0.8676  C1 1.520, C3 1.503, C4 1.342
3 C -3.0769 3.3087 -0.7866  C2 1.503, H22 1.089, H23 1.097, H24 1.094
4 C -5.4254 3.8494 -1.5408  C2 1.342, C5 1.511, H25 1.091
5 C -5.7086 2.5930 -2.3304  C4 1.511, C6 1.551, H26 1.094, H27 1.090
6 C -6.4792 1.5250 -1.5113  C5 1.551, C7 1.545, H28 1.095, H29 1.092
7 C -5.8375 0.1245 -1.3944  C6 1.545, C8 1.529, C9 1.536, H30 1.099
8 C -5.2587 -0.4007 -2.7080  C7 1.529, H31 1.094, H32 1.094, H33 1.088
9 C -4.8254 0.0562 -0.2410  C7 1.536, C10 1.524, H34 1.100, H35 1.096
10 C -4.3780 -1.3385 0.1815  C9 1.524, P11 1.941, H36 1.096, H37 1.093
11 P -2.9447 -1.2641 1.4883  C10 1.941, N12 1.820, C13 1.830, H38 1.415, H39 1.425
12 N -1.6958 -0.9793 2.7812  P11 1.820, H40 1.018, H41 1.016
13 C -1.7375 -2.0658 0.3701  P11 1.830, C14 1.553, H42 1.088, H43 1.096
14 C -1.4279 -1.2597 -0.9210  C13 1.553, C15 1.530, H44 1.092, H45 1.089
15 C -1.3160 -2.2038 -2.1200  C14 1.530, C16 1.553, H46 1.095, H47 1.095
16 C -0.9613 -1.5670 -3.4917  C15 1.553, C17 1.525, H48 1.095, H49 1.092
17 C -0.4628 -0.1263 -3.4867  C16 1.525, N18 1.475, H50 1.091, H51 1.095
18 N -1.5887 0.8239 -3.4211  C17 1.475, H52 1.012, H53 1.013
19 H -3.1862 5.7683 0.0437  C1 1.091
20 H -4.7197 6.2727 -0.6980  C1 1.092
21 H -4.7140 5.4158 0.8575  C1 1.094
22 H -3.0807 2.4591 -1.4685  C3 1.089
23 H -2.9623 2.9164 0.2314  C3 1.097
24 H -2.1825 3.9025 -0.9962  C3 1.094
25 H -6.2293 4.5866 -1.5285  C4 1.091
26 H -6.3389 2.8955 -3.1720  C5 1.094
27 H -4.7767 2.2085 -2.7452  C5 1.090
28 H -6.5828 1.9177 -0.4949  C6 1.095
29 H -7.4871 1.3974 -1.9128  C6 1.092
30 H -6.6539 -0.5594 -1.1233  C7 1.099
31 H -6.0391 -0.5502 -3.4599  C8 1.094
32 H -4.8081 -1.3840 -2.5412  C8 1.094
33 H -4.4696 0.2367 -3.1026  C8 1.088
34 H -5.3241 0.4974 0.6340  C9 1.100
35 H -3.9660 0.7042 -0.4504  C9 1.096
36 H -5.2279 -1.8687 0.6270  C10 1.096
37 H -4.0437 -1.9374 -0.6696  C10 1.093
38 H -3.6663 -2.1502 2.3227  P11 1.415
39 H -3.1950 0.1354 1.5914  P11 1.425
40 H -1.6360 -1.8239 3.3457  N12 1.018
41 H -2.0706 -0.2543 3.3857  N12 1.016
42 H -0.8156 -2.3018 0.8981  C13 1.088
43 H -2.1981 -3.0143 0.0696  C13 1.096
44 H -0.4708 -0.7621 -0.7524  C14 1.092
45 H -2.1738 -0.4863 -1.0990  C14 1.089
46 H -0.5539 -2.9493 -1.8688  C15 1.095
47 H -2.2737 -2.7263 -2.2137  C15 1.095
48 H -1.8515 -1.6020 -4.1288  C16 1.095
49 H -0.2096 -2.1961 -3.9722  C16 1.092
50 H 0.2404 0.0677 -2.6748  C17 1.091
51 H 0.1080 0.0331 -4.4081  C17 1.095
52 H -1.2672 1.7543 -3.6564  N18 1.012
53 H -2.2680 0.5598 -4.1245  N18 1.013
54 O -2.2724 -2.3734 5.6197  C55 1.200
55 C -1.4933 -1.6487 6.1750  O54 1.200, O56 1.344, C59 1.512
56 O -0.1932 -1.7250 5.8432  C55 1.344, C57 1.430
57 C 0.7801 -0.7790 6.2923  O56 1.430, C58 1.514, H60 1.091, H61 1.088
58 C 1.3407 -1.1369 7.6527  C57 1.514, H62 1.090, H63 1.090, H64 1.090
59 C -1.9354 -0.7143 7.2781  C55 1.512, H65 1.089, H66 1.087, H67 1.087
60 H 0.3715 0.2319 6.2676  C57 1.091
61 H 1.5638 -0.8201 5.5382  C57 1.088
62 H 0.5711 -1.1153 8.4245  C58 1.090
63 H 2.1261 -0.4345 7.9330  C58 1.090
64 H 1.7622 -2.1417 7.6313  C58 1.090
65 H -1.9451 -1.2686 8.2160  C59 1.089
66 H -2.9483 -0.3910 7.0540  C59 1.087
67 H -1.3139 0.1698 7.3949  C59 1.087
68 O 2.6592 0.3402 -4.5175  C69 1.201
69 C 3.3777 0.2038 -3.5645  O68 1.201, O70 1.343, C73 1.512
70 O 3.0606 -0.7302 -2.6536  C69 1.343, C71 1.441
71 C 3.9360 -1.0681 -1.5605  O70 1.441, C72 1.513, H74 1.083, H75 1.088
72 C 3.7123 -0.1594 -0.3714  C71 1.513, H76 1.091, H77 1.090, H78 1.091
73 C 4.5724 1.1012 -3.3305  C69 1.512, H79 1.090, H80 1.087, H81 1.087
74 H 4.9689 -1.0800 -1.8858  C71 1.083
75 H 3.6756 -2.0923 -1.3031  C71 1.088
76 H 3.9560 0.8779 -0.6054  C72 1.091
77 H 4.3362 -0.4809 0.4624  C72 1.090
78 H 2.6673 -0.1916 -0.0606  C72 1.091
79 H 4.2299 2.0007 -2.8196  C73 1.090
80 H 4.9717 1.3846 -4.3008  C73 1.087
81 H 5.3685 0.6438 -2.7485  C73 1.087
82 O 6.5423 -2.1918 -0.5674  C83 1.200
83 C 7.6264 -1.7020 -0.4092  O82 1.200, O84 1.348, C87 1.508
84 O 7.9186 -0.5829 -1.1020  C83 1.348, C85 1.433
85 C 9.1063 0.1858 -0.8739  O84 1.433, C86 1.514, H88 1.090, H89 1.089
86 C 10.2871 -0.3413 -1.6605  C85 1.514, H90 1.090, H91 1.090, H92 1.090
87 C 8.6751 -2.3349 0.4711  C83 1.508, H93 1.090, H94 1.087, H95 1.087
88 H 9.3185 0.2528 0.1937  C85 1.090
89 H 8.8482 1.1888 -1.2090  C85 1.089
90 H 10.5580 -1.3511 -1.3524  C86 1.090
91 H 11.1533 0.3045 -1.5161  C86 1.090
92 H 10.0467 -0.3705 -2.7229  C86 1.090
93 H 9.2098 -3.0806 -0.1165  C87 1.090
94 H 8.1663 -2.8382 1.2886  C87 1.087
95 H 9.3923 -1.6347 0.8904  C87 1.087



Q: What is the net charge in the second record?
A: 0



Q: Look up the net charge of the second one.
A: 0



Q: Which formula does entry 2 have?
A: C27H59N2O6P